Record 1
DFT (ωB97M-V with the def2-TZVPD basis set) results for a gas-phase ion, C20H34NO2 (charge +1).

Highest occupied orbital energy = -10.9 eV
Kohn-Sham gap = 8.3 eV
Relative energy (zero: lowest compared OMol25 entry of this formula, charge and spin) = 547.8 kcal/mol
Total charge = +1
Strongest force on any atom = 18.67 eV/Å

Last column: Mulliken charge in e.
Cartesian coordinates (Å):
1 C -3.732 -2.101 1.438  -2.061
2 H -2.874 -2.756 0.917  0.285
3 H -4.502 -2.621 1.516  0.799
4 H -3.367 -1.766 2.285  0.399
5 C -4.140 -1.118 0.278  2.003
6 C -4.639 -1.569 -0.884  -2.059
7 H -4.910 -0.799 -1.454  0.619
8 H -3.838 -2.090 -1.499  0.234
9 H -5.530 -2.066 -0.916  0.551
10 C -5.335 -0.274 1.046  -1.961
11 H -6.248 -0.731 1.220  0.452
12 H -5.223 0.293 1.921  0.465
13 H -5.711 0.390 0.298  0.553
14 C -3.029 0.223 0.383  -3.300
15 H -2.749 0.305 1.251  1.380
16 H -3.601 1.012 0.103  0.895
17 C -1.742 -0.231 -0.442  1.904
18 C -2.022 0.107 -1.906  -1.688
19 H -0.924 0.392 -2.556  0.194
20 H -2.511 -0.646 -2.316  0.739
21 H -2.649 1.029 -2.272  0.313
22 C -1.175 -1.295 -0.100  -1.530
23 H -0.909 -1.458 0.861  0.636
24 H -0.152 -1.342 -0.580  0.288
25 H -1.635 -2.044 -0.904  0.242
26 N -0.702 1.000 -0.038  0.006
27 H -0.507 0.609 0.946  0.437
28 C -1.087 2.576 -0.127  -0.985
29 H -1.516 2.644 -0.992  0.715
30 H -1.889 2.604 0.683  0.477
31 C 0.156 3.302 0.242  -1.268
32 O 0.532 2.604 1.392  -0.662
33 H 1.284 3.205 1.943  0.414
34 H -0.129 4.127 0.384  1.421
35 C 1.185 3.007 -0.812  -0.701
36 O 1.582 1.929 -1.063  -0.344
37 C 2.687 1.120 -0.700  0.384
38 C 2.862 -0.178 -0.692  -0.514
39 C 3.911 -0.863 -0.436  0.295
40 C 4.676 -0.198 0.573  0.591
41 C 4.667 0.892 1.057  -1.418
42 C 3.370 1.766 0.635  -0.976
43 H 3.273 2.663 0.770  0.887
44 H 5.200 1.290 1.639  1.090
45 C 5.768 -1.227 0.788  -0.875
46 H 6.243 -1.345 1.915  0.298
47 H 6.877 -1.134 0.376  0.241
48 C 5.464 -2.790 0.412  -0.874
49 H 6.153 -3.223 -0.047  0.577
50 H 4.651 -3.059 1.233  0.253
51 C 4.391 -2.255 -0.820  -0.830
52 H 3.557 -2.960 -0.892  0.389
53 H 5.072 -2.246 -1.833  0.235
54 H 2.268 -0.708 -1.598  0.334
55 H 0.927 3.422 -1.626  0.809
56 H 2.149 3.745 -0.343  0.211
57 H 0.076 0.838 -0.656  0.032



Record 2
DFT (ωB97M-V with the def2-TZVPD basis set) results for 7 unconnected molecules or ions with the total composition C20H35Cl18N3O5P.

Highest occupied orbital energy = -12.2 eV
Kohn-Sham gap = 8.1 eV
Total charge = +1
Strongest force on any atom = 5.84 eV/Å

Last column: Mulliken charge in e.
Cartesian coordinates (Å):
1 C -4.260 -0.400 1.175  -0.868
2 C -3.764 1.144 1.175  0.104
3 O -2.327 1.276 1.014  -0.075
4 P -1.905 2.338 -0.242  0.935
5 O -2.756 2.177 -1.520  -0.694
6 C -0.119 1.874 -0.748  -0.714
7 C 0.898 2.134 0.478  -0.849
8 C 1.989 0.981 0.727  1.436
9 C 1.984 0.607 2.291  0.602
10 C 3.366 0.866 3.064  -0.755
11 C 4.217 -0.504 3.286  -0.191
12 O 5.572 -0.370 2.775  -0.383
13 C 6.088 -1.603 2.307  0.695
14 C 7.566 -2.022 2.788  -0.987
15 O 5.509 -2.383 1.514  -0.520
16 C 3.330 1.469 0.013  -0.806
17 N 4.029 0.185 -0.390  -0.349
18 C 2.881 -0.636 -0.892  0.026
19 N 2.914 -1.448 -1.960  -0.025
20 N 1.850 -0.352 0.067  0.094
21 O -1.972 3.990 0.186  -0.430
22 C -3.334 4.430 0.436  0.129
23 C -3.622 5.922 -0.133  -1.080
24 H -3.854 -0.886 0.228  0.313
25 H -5.404 -0.413 1.071  -0.003
26 H -3.985 -0.947 2.134  0.305
27 H -4.089 1.587 2.187  0.190
28 H -4.389 1.666 0.381  0.118
29 H 0.133 2.627 -1.582  0.308
30 H -0.107 0.820 -1.171  0.334
31 H 0.284 2.408 1.406  -0.067
32 H 1.479 3.095 0.212  0.351
33 H 1.146 1.115 2.887  -0.816
34 H 1.753 -0.521 2.364  0.089
35 H 4.010 1.703 2.643  0.303
36 H 3.078 1.200 4.130  0.346
37 H 3.637 -1.398 2.857  0.016
38 H 4.296 -0.707 4.420  0.343
39 H 7.639 -2.172 3.913  0.293
40 H 7.821 -3.017 2.284  0.315
41 H 8.336 -1.265 2.389  0.287
42 H 3.016 1.857 -1.029  0.403
43 H 3.987 2.257 0.520  0.364
44 H 4.408 -0.191 0.507  0.103
45 H 2.738 -2.461 -1.903  0.261
46 H 3.215 -1.012 -2.854  -0.027
47 H 0.907 -0.730 -0.091  0.330
48 H -4.124 3.761 -0.035  0.158
49 H -3.542 4.482 1.570  0.207
50 H -2.712 6.348 -0.694  0.259
51 H -3.985 6.635 0.682  0.281
52 H -4.468 5.874 -0.916  0.297
53 C 5.708 -1.937 -5.220  0.142
54 Cl 7.179 -2.185 -4.272  -0.104
55 Cl 4.628 -3.330 -5.069  -0.116
56 Cl 4.883 -0.454 -4.714  -0.119
57 H 5.988 -1.832 -6.266  0.224
58 C 2.033 -4.200 2.836  -0.017
59 Cl 1.850 -3.768 1.128  -0.113
60 Cl 1.730 -2.794 3.868  -0.030
61 Cl 0.947 -5.528 3.260  -0.108
62 H 3.057 -4.530 2.998  0.313
63 C 2.809 -3.004 -8.286  0.085
64 Cl 4.189 -1.899 -8.377  -0.118
65 Cl 1.590 -2.385 -7.162  -0.106
66 Cl 2.107 -3.254 -9.889  -0.113
67 H 3.163 -3.963 -7.914  0.261
68 C -8.030 -1.097 -0.856  0.292
69 Cl -8.008 -2.842 -1.145  -0.100
70 Cl -8.474 -0.750 0.822  -0.154
71 Cl -6.458 -0.382 -1.243  -0.123
72 H -8.778 -0.652 -1.506  0.033
73 C -0.855 1.805 5.339  -0.179
74 Cl 0.249 2.885 6.201  -0.122
75 Cl -1.223 2.448 3.732  -0.065
76 Cl -0.165 0.183 5.202  -0.067
77 H -1.781 1.737 5.906  0.414
78 C -11.620 -1.886 -3.130  0.020
79 Cl -11.585 -3.634 -3.401  -0.103
80 Cl -12.062 -1.525 -1.455  -0.107
81 Cl -10.054 -1.164 -3.527  -0.111
82 H -12.373 -1.453 -3.784  0.332



Record 3
DFT (ωB97M-V with the def2-TZVPD basis set) results for a molecular structure, C20H35N2O2P2Pt.

Highest occupied orbital energy (spin up / spin down) = -14.3 / -17.3 eV
Kohn-Sham gap (spin up / spin down) = 5.4 / 4.1 eV
Multiplicity = 5
Total charge = +3
Strongest force on any atom = 2.88 eV/Å

Last column: Mulliken charge in e.
Cartesian coordinates (Å):
1 Pt -0.037 0.325 -0.100  0.369
2 P 1.917 -0.822 0.097  0.208
3 C 3.009 -0.047 -1.143  -0.634
4 C 2.233 0.594 -2.250  0.603
5 N 0.973 0.955 -1.983  -0.111
6 C 0.323 1.811 -2.806  0.649
7 C 0.873 2.172 -4.048  -0.777
8 C 2.170 1.687 -4.378  -0.674
9 C 2.830 0.902 -3.451  -0.671
10 C -0.979 2.396 -2.348  -1.368
11 P -1.036 2.382 -0.510  0.636
12 H 3.856 0.558 -3.619  0.543
13 H 0.318 2.796 -4.690  0.607
14 H 2.609 1.955 -5.313  0.510
15 H -1.110 3.420 -2.716  0.680
16 H -1.841 1.797 -2.692  0.456
17 H 3.623 0.770 -0.667  -0.147
18 H 3.808 -0.727 -1.474  0.811
19 H 3.420 2.204 0.611  0.526
20 O 4.085 2.289 -0.123  -0.706
21 H 5.018 1.985 0.160  0.350
22 H 1.284 1.698 1.284  0.099
23 O 2.111 2.205 1.452  -0.556
24 H 2.281 2.681 2.251  0.237
25 C 0.022 3.807 -0.048  -1.292
26 H -0.270 4.698 -0.630  0.465
27 H -0.130 3.995 1.022  0.383
28 H 1.081 3.572 -0.214  0.332
29 C -2.713 2.959 -0.132  -1.236
30 H -2.800 3.118 0.945  0.402
31 H -2.923 3.907 -0.659  0.490
32 H -3.439 2.194 -0.448  0.371
33 C 1.858 -2.583 -0.311  -0.977
34 H 2.881 -2.995 -0.384  0.582
35 H 1.305 -3.124 0.472  -0.043
36 H 1.344 -2.734 -1.266  0.417
37 C 2.726 -0.765 1.724  -1.137
38 H 2.089 -1.328 2.435  0.408
39 H 3.725 -1.229 1.664  0.475
40 H 2.797 0.281 2.036  0.306
41 C -0.523 -4.783 1.226  -1.092
42 N -1.133 -3.490 1.427  0.450
43 C -1.832 -3.363 2.681  -0.812
44 C -1.602 -2.780 0.263  -0.337
45 C -2.357 -1.530 0.643  -0.158
46 C -3.735 -1.637 0.793  -0.490
47 C -4.460 -0.655 1.494  -0.704
48 C -3.721 0.409 2.065  -0.614
49 C -2.357 0.551 1.813  -0.223
50 C -1.698 -0.318 0.908  0.346
51 H -1.168 -5.598 1.596  0.432
52 H 0.418 -4.833 1.801  0.429
53 H -0.305 -4.942 0.167  0.427
54 H -1.820 -2.330 3.051  0.274
55 H -2.889 -3.679 2.615  0.365
56 H -1.325 -4.015 3.409  0.443
57 H -0.735 -2.550 -0.368  0.023
58 H -2.267 -3.439 -0.337  0.473
59 H -4.247 -2.515 0.388  0.475
60 H -5.530 -0.733 1.626  0.528
61 H -4.235 1.122 2.716  0.505
62 H -1.773 1.350 2.274  0.676



Record 4
DFT (ωB97M-V with the def2-TZVPD basis set) results for 3 unconnected molecules or ions with the total composition C20H35N2O9.

Highest occupied orbital energy = -12.2 eV
Kohn-Sham gap = 9.0 eV
Relative energy (zero: lowest compared OMol25 entry of this formula, charge and spin) = 0.0 kcal/mol
Total charge = +1
Strongest force on any atom = 1.22 eV/Å

Last column: Mulliken charge in e.
Cartesian coordinates (Å):
1 N 0.869 -2.058 1.596  -0.581
2 C 1.011 -1.357 0.326  -0.996
3 C 0.183 -0.029 0.265  0.239
4 O -1.135 -0.244 0.715  -0.331
5 C 0.840 0.986 1.164  -1.185
6 N 0.466 2.426 0.903  0.575
7 C 1.717 3.281 0.941  -0.625
8 C 2.428 3.365 -0.391  -0.165
9 O 3.591 3.623 -0.371  -0.410
10 C -0.466 2.991 1.973  -1.042
11 O -1.433 2.119 2.361  -0.407
12 C -2.573 2.035 1.556  1.025
13 C -2.771 2.754 0.387  -0.507
14 C -3.950 2.578 -0.340  -0.938
15 C -4.920 1.683 0.092  -0.527
16 C -4.719 0.971 1.273  -0.513
17 C -3.545 1.149 1.991  -0.380
18 H 0.721 -1.412 2.358  0.270
19 H 0.053 -2.652 1.564  0.272
20 H 0.570 -1.994 -0.434  0.451
21 H 2.058 -1.171 0.097  0.392
22 H 0.164 0.302 -0.779  0.383
23 H -1.619 -0.766 0.067  0.292
24 H 0.690 0.775 2.216  0.326
25 H 1.907 0.903 0.983  0.476
26 H 0.064 2.535 -0.028  0.429
27 H 2.374 2.955 1.735  0.489
28 H 1.401 4.295 1.190  0.543
29 H 1.916 3.232 -1.358  0.371
30 H 0.175 3.170 2.831  0.455
31 H -0.844 3.954 1.639  0.517
32 H -2.041 3.461 0.018  0.402
33 H -4.095 3.146 -1.244  0.406
34 H -5.824 1.538 -0.478  0.424
35 H -5.459 0.285 1.651  0.424
36 H -3.398 0.584 2.898  0.469
37 C -1.523 -7.866 3.233  -1.076
38 C -2.895 -7.455 3.723  -0.182
39 O -2.831 -6.291 4.566  -0.377
40 C -2.706 -5.132 3.938  0.778
41 O -2.674 -4.958 2.745  -0.570
42 O -2.641 -4.163 4.857  -0.358
43 C -2.479 -2.863 4.303  -0.593
44 H -0.843 -8.000 4.075  0.298
45 H -1.587 -8.803 2.681  0.356
46 H -1.098 -7.108 2.577  0.301
47 H -3.323 -8.235 4.349  0.294
48 H -3.581 -7.275 2.897  0.303
49 H -3.249 -2.649 3.564  0.294
50 H -1.490 -2.767 3.854  0.216
51 H -2.566 -2.160 5.128  0.309
52 C 3.855 2.574 -3.374  -0.825
53 C 4.286 1.401 -4.230  -0.419
54 O 3.649 1.420 -5.511  -0.381
55 C 4.177 2.280 -6.391  0.787
56 O 5.125 2.992 -6.193  -0.548
57 O 3.482 2.190 -7.520  -0.349
58 C 3.913 3.084 -8.553  -0.635
59 H 2.764 2.612 -3.312  0.177
60 H 4.273 2.508 -2.374  0.401
61 H 4.188 3.512 -3.817  0.287
62 H 3.981 0.461 -3.772  0.327
63 H 5.368 1.376 -4.347  0.342
64 H 4.979 2.979 -8.738  0.303
65 H 3.680 4.112 -8.281  0.296
66 H 3.359 2.810 -9.445  0.225



> Which formula does entry 3 have?

C20H35N2O2P2Pt



> Which of these has the lowest strongest force on any atom?

C20H35N2O9



> What is the formula in the fourth record?

C20H35N2O9